Computed, not measured: an isolated molecule of C4H5NOS in a non-equilibrium geometry, with wB97M-V/def2-TZVPD.

```
12
C4H5NOS wB97M-V/def2-TZVPD
C -0.12 0.82 0.45
C 1.14 1.55 0.27
C -0.26 -0.57 0.32
C -1.54 -1.16 -0.29
N 2.20 0.96 -0.13
O 0.67 -1.41 0.46
S 2.85 -0.45 -0.03
H -0.95 1.57 0.20
H 1.17 2.54 0.01
H -1.62 -2.15 0.07
H -1.25 -1.29 -1.28
H -2.29 -0.42 -0.07
```

Output
- structure (SMILES) = CC(=O)/C=C\N=S
- LUMO (spin up / spin down) (eV) = -1.2 / -1.7
- frontier orbital gap (spin up / spin down) (Eh) = 0.25472 / 0.23973
- F_max (Eh/bohr) = 0.077
- total energy (eV) = -18598.291
- spin multiplicity = 1

---

Computed, not measured: an isolated molecule of C4H7NO2, with wB97M-V/def2-TZVPD.

```
14
C4H7NO2 wB97M-V/def2-TZVPD
C 0.22 1.40 0.18
C 0.42 -0.11 0.37
C 0.05 -0.54 1.79
O 0.31 0.15 2.75
C -0.28 -1.01 -0.65
O -0.72 -2.11 -0.35
N -0.34 -0.53 -1.92
H -0.85 1.64 0.07
H 0.60 1.91 1.06
H 0.75 1.78 -0.70
H 1.50 -0.33 0.28
H -0.45 -1.52 1.87
H 0.04 0.37 -2.19
H -0.75 -1.12 -2.63
```

Output
- structure (SMILES) = C[C@@H](C=O)C(N)=O
- LUMO (eV) = 0.6
- frontier orbital gap (Eh) = 0.38015
- F_max (Eh/bohr) = 0.011
- total energy (eV) = -9846.792
- spin multiplicity = 1

---

Computed, not measured: a structure of composition C15H19BBa2F5O19P in a non-equilibrium geometry, with wB97M-V/def2-TZVPD.

```
62
C15H19BBa2F5O19P wB97M-V/def2-TZVPD
Ba -2.60 1.98 -4.53
Ba 2.84 5.57 -2.73
B 0.29 2.21 -0.85
H -0.42 1.50 -0.45
H 1.15 2.34 -0.20
H 0.62 2.00 -1.86
H -0.16 3.19 -0.80
P 0.00 5.83 -6.63
O -0.65 5.81 -5.20
O -1.04 5.97 -7.79
O 0.47 4.40 -6.39
O 1.19 6.82 -6.41
C 4.20 2.91 6.04
C 2.78 3.20 5.85
O 2.76 4.10 4.70
C 3.93 4.26 4.15
O 4.13 4.80 3.04
O 4.80 3.61 4.90
F 2.39 3.90 6.97
H 4.49 1.87 5.94
H 4.62 3.28 6.97
H 2.09 2.38 5.64
C 2.83 -3.05 0.13
C 3.29 -2.90 -1.31
O 3.05 -4.20 -1.85
C 2.73 -5.03 -0.87
O 2.76 -6.23 -0.98
O 2.65 -4.38 0.31
F 4.57 -2.67 -1.28
H 1.90 -2.58 0.47
H 3.62 -2.70 0.80
H 2.81 -2.08 -1.85
C 0.52 -6.52 -6.82
C 0.69 -5.74 -8.14
O 0.72 -4.42 -7.60
C 0.06 -4.39 -6.46
O -0.35 -3.36 -5.79
O -0.20 -5.65 -6.07
F -0.44 -5.75 -8.88
H 1.46 -6.85 -6.40
H -0.03 -7.45 -6.97
H 1.59 -6.05 -8.67
C -3.50 3.56 4.45
C -4.05 4.96 4.64
O -3.39 5.38 5.77
C -3.30 4.30 6.57
O -3.27 4.43 7.81
O -3.36 3.17 5.83
F -5.38 4.91 4.84
H -2.57 3.50 3.88
H -4.17 3.07 3.75
H -3.81 5.53 3.74
C -3.68 -2.92 2.60
C -3.04 -4.12 1.81
O -2.92 -3.60 0.59
C -3.90 -2.70 0.35
O -4.24 -2.14 -0.68
O -4.35 -2.29 1.55
F -3.98 -5.07 1.76
H -2.81 -2.30 2.79
H -4.27 -3.08 3.50
H -2.13 -4.50 2.28
```

Output
- LUMO (eV) = -2.6
- frontier orbital gap (Eh) = 0.08398
- F_max (Eh/bohr) = 0.124
- total energy (eV) = -79693.246
- spin multiplicity = 1

---

Q: The highest F_max belongs to which entry?
A: C15H19BBa2F5O19P

---

Q: Which value of spin multiplicity does entry 3 give?
A: 1

---

Q: spin multiplicity of number 3 (C15H19BBa2F5O19P)?
A: 1